No. 1
57
Properties=species:S:1:pos:R:3:forces:R:3 method="wB97M-V/def2-TZVPD" charge=+3 homo_ev=-17.295 gap_ha=0.2346 e_above_lowest_ev=0.000 max_force_ev_per_a=0.9 molar_mass_da=739.68 lumo_ev=-10.912
Re 0.765 -0.243 -1.239 0.1659 -0.7732 0.3799
C -2.095 -5.357 -0.764 0.0149 -0.0354 -0.0087
C -2.497 -4.025 -0.742 0.0169 0.0230 0.0030
C -1.555 -3.019 -0.648 0.0022 -0.0080 0.0297
C -0.203 -3.357 -0.543 -0.0222 -0.0648 0.0067
C 0.205 -4.694 -0.569 0.0279 0.0846 0.0108
C -0.747 -5.687 -0.688 -0.0472 -0.0157 -0.0087
N 0.782 -2.336 -0.381 0.1093 0.2149 -0.0398
N 1.778 -2.687 0.284 -0.0878 -0.0802 -0.0432
C 2.771 -1.721 0.398 0.0409 -0.0037 0.0523
C 3.956 -2.021 1.037 -0.0254 0.0110 -0.0100
C 4.927 -1.032 1.119 0.0266 -0.0030 0.0174
C 4.673 0.216 0.565 0.0008 0.0039 0.0015
C 3.462 0.449 -0.055 -0.0122 -0.0292 0.0159
N 2.519 -0.509 -0.134 -0.0281 -0.0049 0.0489
H -2.837 -6.140 -0.855 0.0021 -0.0003 0.0042
H -3.547 -3.775 -0.802 -0.0008 -0.0014 0.0006
H -1.874 -1.988 -0.629 0.0207 -0.0045 0.0099
H 1.256 -4.942 -0.521 0.0178 -0.0017 0.0149
H -0.438 -6.723 -0.725 -0.0010 -0.0013 0.0019
H 4.098 -3.012 1.447 -0.0076 -0.0044 -0.0001
H 5.871 -1.233 1.608 0.0003 0.0019 -0.0030
H 5.406 1.009 0.610 -0.0019 0.0017 -0.0039
H 3.228 1.404 -0.503 0.0008 0.0033 -0.0110
C 1.690 3.925 -2.580 -0.0086 -0.0060 -0.0124
S 0.303 2.856 -2.273 0.0113 0.0322 0.0520
O 1.083 1.437 -2.103 -0.1370 0.1143 -0.1067
C -0.286 3.306 -0.698 0.0292 -0.0480 -0.0253
C -1.665 3.485 -0.612 -0.0036 0.0083 0.0067
C -2.208 3.882 0.602 -0.0203 0.0032 0.0001
C -1.379 4.073 1.697 -0.0034 0.0025 -0.0038
C 0.001 3.882 1.600 -0.0033 0.0020 -0.0058
C 0.561 3.504 0.397 0.0164 -0.0034 0.0058
H 2.388 3.907 -1.747 0.0059 0.0025 -0.0087
H 1.269 4.924 -2.706 -0.0003 0.0004 -0.0062
H 2.152 3.598 -3.510 0.0032 -0.0021 0.0001
H -2.297 3.345 -1.481 -0.0005 -0.0008 0.0010
H -3.272 4.057 0.683 0.0010 -0.0037 0.0031
H -1.804 4.395 2.639 -0.0023 0.0017 -0.0009
H 0.633 4.057 2.460 0.0051 0.0020 -0.0011
H 1.634 3.386 0.310 -0.0080 0.0082 0.0095
I 1.900 -1.731 -3.520 -0.2354 0.0673 -0.0470
C -0.072 -1.297 -2.786 0.1292 0.0979 -0.1413
H -0.681 -2.185 -2.682 0.0924 -0.0443 -0.0722
H -0.536 -0.556 -3.447 -0.0213 -0.0163 0.0082
C -0.480 0.042 -0.025 -0.0627 0.7146 -0.1697
C -1.478 0.267 0.932 0.0370 -0.2816 0.0272
C -1.112 0.454 2.281 0.0131 0.0240 0.0030
C -2.099 0.625 3.229 -0.0173 -0.0031 -0.0167
C -3.438 0.611 2.843 0.0115 0.0086 0.0495
C -3.806 0.435 1.510 0.0107 0.0007 -0.0689
C -2.835 0.258 0.548 -0.0443 0.0091 0.0470
H -0.068 0.453 2.565 -0.0007 -0.0067 -0.0057
H -1.835 0.758 4.269 -0.0047 -0.0033 0.0042
H -4.208 0.735 3.594 -0.0003 0.0000 -0.0014
H -4.852 0.426 1.233 -0.0003 0.0009 0.0041
H -3.106 0.111 -0.490 -0.0045 0.0065 0.0030

No. 2
90
Properties=species:S:1:pos:R:3:forces:R:3 method="wB97M-V/def2-TZVPD" charge=+2 homo_ev=-13.683 gap_ha=0.0450 e_above_lowest_ev=4.836 max_force_ev_per_a=4.8 molar_mass_da=895.95 lumo_ev=-12.457
Tl -4.962 -1.041 3.903 -0.0142 -0.0459 0.0574
O -0.149 0.878 -1.300 -1.5715 -1.3220 0.4284
C -1.025 0.265 -0.509 -0.7007 0.9102 -1.9527
O -0.771 0.285 0.700 -0.7234 -0.7902 1.4231
O -2.106 -0.263 -0.844 0.5220 0.0947 0.3262
H 0.471 0.841 -0.569 2.5540 1.1004 -0.2376
C -0.829 0.253 11.184 -1.7698 -0.2672 -0.1471
O 0.360 0.119 10.437 0.9247 -0.0749 0.6468
C 0.274 -0.150 9.160 -3.0694 0.2634 -2.8995
O -0.784 -0.317 8.485 2.8016 0.2282 2.0602
O 1.476 -0.094 8.625 1.4886 0.3590 2.2685
C 1.708 -0.228 7.272 -1.7739 -0.6484 -1.9635
H -1.381 1.135 10.860 0.0882 0.0418 -0.0699
H -0.698 0.321 12.264 0.9157 0.0062 -0.3058
H -1.468 -0.612 11.006 -0.0325 0.0032 -0.0579
H 1.059 0.476 6.750 0.0784 0.1305 -0.2349
H 1.353 -1.218 6.988 0.2285 -0.1260 -0.3425
H 2.728 -0.088 6.914 0.0923 0.0818 1.0034
C 0.636 -5.992 1.268 -0.9304 0.6974 1.1094
O 0.286 -6.883 2.334 -0.2119 -0.7444 0.0218
C -0.183 -6.460 3.512 0.5411 1.6528 0.5085
O -0.534 -5.304 3.821 0.6467 -2.8623 -0.8253
O -0.076 -7.531 4.320 -0.9363 0.6272 -0.7619
C -0.200 -7.333 5.711 0.6318 0.1741 1.3119
H 0.532 -6.493 0.305 0.1826 -0.2288 0.3705
H 1.643 -5.636 1.484 -0.0546 0.0958 -0.4125
H -0.104 -5.195 1.343 0.3407 0.4213 -0.4189
H 0.758 -6.934 6.045 -0.0832 0.2201 0.2278
H -0.313 -8.291 6.219 -0.0797 -0.1428 -0.5299
H -1.001 -6.687 6.070 -0.0796 0.1217 -0.6115
C -8.010 1.206 -3.318 -0.1619 0.0976 0.9210
O -8.537 -0.144 -3.380 -0.5011 -0.7666 0.2806
C -8.860 -0.875 -2.269 -0.5253 0.2461 -0.0299
O -8.648 -0.525 -1.117 -0.4460 -0.9173 -1.8065
O -9.512 -2.055 -2.704 0.9958 2.1195 1.2942
C -10.416 -2.684 -1.754 -0.4815 -0.3835 -0.4591
H -8.445 1.785 -2.504 0.0996 -0.4325 0.4090
H -8.288 1.804 -4.186 -0.1083 -0.8722 -0.4456
H -6.924 1.193 -3.231 -0.0816 -0.1513 0.0601
H -10.986 -3.425 -2.314 0.2338 0.1605 -0.4562
H -11.174 -1.999 -1.376 0.4456 0.2874 0.1797
H -9.965 -3.283 -0.962 0.5627 0.6101 0.0861
C 6.709 4.850 9.107 -0.4251 -1.3098 -1.0787
O 5.805 5.198 8.018 -0.0511 0.4072 0.5703
C 5.989 4.657 6.833 0.3298 -1.1617 -1.6140
O 6.872 3.895 6.392 -1.7644 1.8394 1.5226
O 4.928 5.069 6.099 0.1660 -0.2914 -0.8621
C 4.854 4.746 4.673 0.3885 0.0202 0.4923
H 7.685 5.007 8.648 0.2764 -0.2629 1.0267
H 6.433 3.817 9.320 0.8803 -0.3585 -0.1492
H 6.476 5.314 10.066 -0.0122 1.0323 -0.7468
H 4.166 5.455 4.211 0.1552 0.1493 0.3586
H 4.448 3.750 4.500 0.1112 -0.1010 0.3582
H 5.839 4.813 4.210 -0.0546 0.0401 0.1210
C 4.599 -1.562 -3.012 0.0302 -0.5379 0.0707
O 5.869 -1.180 -2.390 -0.9516 -0.4848 -0.0784
C 5.857 -0.895 -1.102 -0.3282 1.3696 2.0359
O 4.876 -0.865 -0.319 2.1429 -0.3757 -2.0819
O 7.114 -0.494 -0.745 -1.5615 -1.3279 -0.5190
C 7.346 -0.110 0.623 -0.5650 0.4502 -0.1101
H 4.797 -2.071 -3.955 0.6020 0.5434 -0.0303
H 3.961 -0.694 -3.180 0.2032 -0.0054 0.1690
H 4.074 -2.338 -2.456 0.0859 0.3778 0.5794
H 6.795 -0.689 1.363 0.0579 -0.3735 -0.3403
H 6.954 0.905 0.686 0.4881 0.1660 0.3339
H 8.422 -0.193 0.776 -0.2392 0.2085 -0.0439
C 1.012 -4.606 -11.083 -0.3404 -0.3827 -0.3657
O 0.190 -3.526 -10.602 -0.2092 -0.4368 1.7658
C -0.189 -3.527 -9.306 2.3844 -1.3413 1.5519
O 0.233 -4.307 -8.374 -1.8163 2.6005 -3.5764
O -0.942 -2.450 -9.142 0.4124 -0.3255 0.2112
C -1.404 -2.171 -7.826 -0.8988 0.0207 0.6400
H 1.361 -4.255 -12.054 0.0314 -0.1238 0.1811
H 0.365 -5.474 -11.216 0.1228 -0.0421 -0.0774
H 1.845 -4.892 -10.441 -0.1489 0.4302 0.1864
H -0.719 -2.469 -7.032 0.0813 -0.2452 -0.3325
H -2.366 -2.673 -7.728 0.1003 -0.1565 0.3274
H -1.610 -1.107 -7.713 0.2769 0.0079 -0.5161
C -1.869 6.158 -4.433 -1.1119 0.0362 0.5084
O -1.368 6.423 -5.725 0.5872 0.2980 -0.4488
C -2.148 7.010 -6.621 -0.5078 0.5688 -1.6257
O -3.255 7.504 -6.480 1.2439 -0.7378 0.4182
O -1.492 6.969 -7.817 -1.1723 0.5365 0.2310
C -2.235 7.434 -9.008 0.4664 -0.8903 -0.2548
H -2.650 6.874 -4.178 -0.0437 -0.0665 -0.0231
H -1.101 6.221 -3.662 0.2958 0.0045 -0.5250
H -2.294 5.155 -4.465 -0.0249 -0.0086 0.2559
H -1.865 6.813 -9.824 0.2089 -0.1440 0.1988
H -1.994 8.452 -9.314 -0.0855 0.1127 0.7332
H -3.307 7.240 -8.963 0.1455 0.2970 0.5269